C22H25NO3S in the gas phase. Source: the OMol25 dataset; level of theory: ωB97M-V/def2-TZVPD.

Summary:
Gap between HOMO and LUMO ... 8.9589 eV
Strongest force on any atom ... 0.669 eV/Å
SMILES string ... O=C(COC(=O)CCC1CCCC1)Nc1ccccc1Sc1ccccc1
LUMO energy ... 0.575 eV

Structure (ORCA input):
```
! wB97M-V def2-TZVPD RIJCOSX def2/J DEFGRID3
* xyz 0 1
S -2.244 0.483 1.008
O -1.084 -4.221 -0.970
O 0.925 -1.256 -0.857
O 2.253 -1.733 0.894
N -1.480 -2.084 -0.258
C -4.041 1.446 -0.872
C -4.925 -3.162 0.541
C 1.703 -0.924 0.199
C 5.396 -0.710 -0.098
C -5.419 -2.010 1.133
C -4.601 -0.904 1.269
C -3.624 -3.214 0.077
C -2.793 -2.104 0.200
C 0.700 -2.635 -1.110
C -3.299 -0.945 0.800
C -0.727 -3.083 -0.773
C -2.943 3.063 0.538
C 4.098 1.324 -0.188
C 5.458 1.693 0.414
C 6.126 0.349 0.749
C -4.714 2.474 -1.508
C -3.164 1.745 0.159
C -4.506 3.790 -1.131
C 1.724 0.571 0.387
C 3.070 1.066 0.917
C -3.615 4.082 -0.111
C 4.446 0.077 -1.001
H 7.190 0.379 0.518
H 6.049 2.229 -0.329
H -4.969 0.000 1.733
H -5.558 -4.030 0.439
H 3.720 2.123 -0.834
H -5.402 2.240 -2.307
H 0.938 0.791 1.116
H 1.397 -3.238 -0.516
H 1.455 1.056 -0.552
H 3.456 0.324 1.616
H 6.091 -1.316 -0.679
H 3.572 -0.504 -1.289
H -3.446 5.106 0.187
H -6.435 -1.973 1.495
H 0.885 -2.820 -2.171
H 4.961 0.381 -1.915
H 5.361 2.332 1.291
H -5.035 4.586 -1.632
H -1.031 -1.175 -0.177
H -4.202 0.422 -1.175
H 4.823 -1.383 0.540
H -2.251 3.278 1.338
H -3.233 -4.107 -0.381
H 6.029 0.125 1.810
H 2.916 1.998 1.465
*
```

These are the Mulliken partial charges, in e, on atoms 1 to 2:
1. S -0.301
2. O -0.668

=====

C22H25O2P in the gas phase at a distorted geometry. Source: the OMol25 dataset; level of theory: ωB97M-V/def2-TZVPD.

Summary:
Gap between HOMO and LUMO ... 9.4699 eV
Strongest force on any atom ... 1.780 eV/Å
SMILES string ... CCOP(OCC)(c1ccccc1)(c1ccccc1)c1ccccc1
LUMO energy ... 0.799 eV

Structure (ORCA input):
```
! wB97M-V def2-TZVPD RIJCOSX def2/J DEFGRID3
* xyz 0 1
P 0.009 -0.006 0.023
O -1.196 -0.650 0.961
O 0.927 1.313 -0.363
C 3.273 -0.728 2.508
C 1.483 -0.131 3.978
C 1.950 -3.160 -2.854
C 2.791 -0.501 3.780
C 0.658 -0.007 2.878
C -3.523 -1.336 0.730
C -2.466 1.750 -2.908
C -2.077 -1.571 0.306
C -1.366 0.955 -0.870
C -3.386 2.524 -2.215
C 0.707 -1.299 -1.122
C 1.314 -3.581 -1.670
C 0.683 -2.680 -0.789
C 2.443 -0.587 1.366
C 2.066 2.962 0.983
C 1.387 -0.871 -2.288
C 1.100 -0.194 1.531
C 0.736 2.452 0.473
C 1.920 -1.809 -3.195
C -3.282 2.528 -0.821
C -1.480 0.978 -2.276
C -2.294 1.771 -0.169
H -2.263 1.817 0.883
H 2.450 -3.861 -3.507
H 4.322 -1.001 2.365
H -4.164 -2.143 0.327
H -3.858 -0.374 0.309
H 2.544 3.601 0.214
H 1.093 0.026 4.990
H 1.370 -4.621 -1.377
H 0.273 -3.086 0.124
H -1.820 -2.596 0.617
H -4.166 3.070 -2.723
H -2.020 -1.536 -0.778
H 2.414 -1.466 -4.096
H 1.977 3.547 1.872
H 2.878 -0.743 0.383
H -2.536 1.678 -3.989
H 3.426 -0.648 4.634
H 0.255 3.282 -0.018
H 2.747 2.122 1.187
H 1.501 0.182 -2.506
H 0.088 2.223 1.315
H -3.603 -1.332 1.822
H -0.884 0.374 -2.915
H -4.003 3.100 -0.215
H -0.395 0.264 3.100
*
```

These are the Mulliken partial charges, in e, on atoms 1 to 2:
1. P 2.267
2. O -0.375

=====

C22H26ClN3O5S in the gas phase. Source: the OMol25 dataset; level of theory: ωB97M-V/def2-TZVPD.

Summary:
Gap between HOMO and LUMO ... 9.2371 eV
Strongest force on any atom ... 0.932 eV/Å
SMILES string ... Cc1ccc(N(CC(=O)NC[C@H]2CCCO2)C(=O)CNS(=O)(=O)c2ccc(Cl)cc2)cc1
LUMO energy ... 0.413 eV

Structure (ORCA input):
```
! wB97M-V def2-TZVPD RIJCOSX def2/J DEFGRID3
* xyz 0 1
Cl -6.699 -1.743 0.543
S -2.493 2.704 -0.723
O 1.915 2.634 1.601
O 2.723 -1.698 1.703
O -3.195 3.949 -0.587
O -1.846 2.400 -1.963
O 3.058 -0.014 -1.133
N 0.616 0.798 1.562
N 3.618 0.385 1.590
N -1.363 2.580 0.518
C 0.029 2.695 0.135
C -5.144 0.351 1.209
C 1.441 0.154 2.577
C -5.526 -0.527 0.203
C 0.950 2.033 1.150
C -4.978 -0.445 -1.069
C 2.657 -0.503 1.905
C -0.330 -0.042 0.914
C -3.644 1.395 -0.329
C 3.183 -1.365 -1.556
C -4.202 1.325 0.932
C -1.401 -0.554 1.633
C -2.246 -1.479 1.050
C -0.990 -1.355 -0.976
C 4.336 0.447 -0.760
C 4.643 -1.565 -2.011
C 5.294 -0.198 -1.767
C -0.130 -0.441 -0.400
C -4.023 0.521 -1.329
C 4.686 0.036 0.689
C -2.046 -1.903 -0.257
C -2.904 -2.969 -0.863
H 1.770 0.911 3.293
H 0.124 2.210 -0.839
H 5.607 0.534 0.998
H -3.905 2.033 1.688
H -3.062 -1.892 1.625
H -0.819 -1.674 -1.994
H 6.307 -0.274 -1.380
H 5.309 0.389 -2.685
H 4.699 -1.855 -3.058
H 5.124 -2.340 -1.417
H -3.854 -3.053 -0.342
H 0.354 3.737 0.033
H 2.925 -2.035 -0.727
H 0.852 -0.616 3.074
H 0.723 -0.068 -0.946
H -3.088 -2.769 -1.916
H -1.610 3.215 1.264
H -2.395 -3.931 -0.792
H 4.813 -1.047 0.749
H 3.382 1.371 1.670
H 4.303 1.540 -0.825
H -1.561 -0.241 2.654
H 2.465 -1.514 -2.366
H -3.564 0.616 -2.300
H -5.587 0.273 2.189
H -5.300 -1.127 -1.840
*
```

These are the Mulliken partial charges, in e, on atoms 1 to 2:
1. Cl -0.198
2. S 1.315

=====

A molecular structure, C22H26F4N5O5S2V at a distorted geometry. Source: the OMol25 dataset; level of theory: ωB97M-V/def2-TZVPD.

Summary:
Gap between HOMO and LUMO (spin up / spin down) ... 4.9900 / 4.3998 eV
Strongest force on any atom ... 2.478 eV/Å
LUMO energy (spin up / spin down) ... 2.391 / 2.394 eV

Structure (ORCA input):
```
! wB97M-V def2-TZVPD RIJCOSX def2/J DEFGRID3
* xyz -1 2
V 0.607 -0.058 -0.288
S 1.783 -0.447 1.951
S 0.886 -3.183 -3.356
F -0.384 2.457 1.509
F -1.400 2.197 -3.114
F -0.469 4.665 -3.426
F 0.631 4.931 1.129
O 1.644 1.107 -1.689
O 0.705 -1.309 1.395
O 2.709 -0.689 -0.948
O 3.039 -1.135 2.092
O 1.822 0.826 1.235
N -1.123 0.851 -0.531
N 0.185 -1.344 -1.717
N -2.487 -1.089 0.900
N -0.158 -0.900 -2.962
N 1.039 -3.289 -0.638
C 0.177 4.220 0.077
C 1.677 0.120 5.953
C 2.130 -0.099 4.660
C 0.725 -2.546 -1.738
C -0.565 0.358 5.134
C 2.682 0.430 -1.509
C -0.800 2.146 -0.796
C 1.226 -0.091 3.613
C 0.326 0.334 6.206
C 0.132 -1.692 -3.921
C -2.581 -2.442 1.402
C -2.754 -1.017 -0.522
C -0.122 0.144 3.840
C 0.150 4.825 -1.168
C -0.194 -1.429 -5.352
C -2.325 0.316 -1.160
C -0.179 0.520 7.613
C -3.299 -0.158 1.651
C -1.579 -1.976 -5.718
C -0.900 2.824 -2.030
C -0.297 2.948 0.263
C -0.410 4.101 -2.199
H -0.798 0.160 2.992
H -0.173 -0.347 -5.489
H -0.805 -0.325 7.908
H -1.617 0.538 5.325
H 3.173 -0.288 4.444
H -4.377 -0.258 1.424
H -3.139 1.044 -1.034
H -2.216 -1.836 -0.998
H 0.553 5.813 -1.327
H -0.786 1.423 7.694
H -1.819 -1.749 -6.758
H -1.861 -3.071 0.875
H -2.338 -1.527 -5.079
H -2.195 0.152 -2.230
H 2.380 0.111 6.779
H -3.591 -2.877 1.282
H -3.833 -1.160 -0.730
H 1.059 -2.719 0.207
H -1.609 -3.058 -5.581
H -2.323 -2.455 2.463
H -2.984 0.862 1.425
H 3.637 0.855 -1.885
H 0.646 0.594 8.322
H 0.565 -1.881 -5.994
H 1.873 -3.845 -0.738
H -3.158 -0.333 2.720
*
```

These are the Mulliken partial charges, in e, on atoms 1 to 2:
1. V 0.655
2. S 1.794